{
  "formula": "C2H12O5",
  "method": "ωB97M-V with the def2-TZVPD basis set",
  "energy_ha": -459.481278,
  "relative_energy_kcal_mol": 70.6,
  "spin_multiplicity": 1,
  "homo_energy_ev": -8.77,
  "max_force_ev_per_a": 5.3,
  "smiles": "C=CO.O.O.O.O",
  "species": ["O", "O", "O", "O", "O", "C", "C", "H", "H", "H", "H", "H", "H", "H", "H", "H", "H", "H", "H"],
  "coordinates": [[-0.7989, 1.5461, 5.6088], [-1.9731, -1.3133, -1.9171], [5.6608, 1.4307, -1.9555], [0.7435, -1.4423, 0.7972], [-0.3086, 0.7693, -2.7845], [-2.0828, -1.3222, -0.5010], [-2.7889, -0.4930, 0.2202], [5.9670, 1.6449, -2.9287], [0.8038, -0.8198, 1.5824], [1.2851, -2.2213, 1.0461], [-1.7135, 1.1080, 5.6145], [-2.4126, -0.4348, 1.2583], [-2.0730, -2.3496, -0.1012], [-0.5264, 1.3620, -3.5522], [-3.2494, 0.3598, -0.1429], [-0.9424, 1.8718, 4.6365], [5.9002, 0.5590, -1.9207], [0.2811, 0.0458, -3.1116], [-1.7717, -0.3012, -1.8486]]
}